(1)
Below is a molecular structure, C20H11F5N5O2RuS2, with properties calculated with ωB97M-V with the def2-TZVPD basis set.

Last column: Mulliken charge in e.
Cartesian coordinates (Å):
Ru 1.02279 -1.21734 -0.44410  0.43
F 7.21997 1.14613 -0.52141  -0.26
C 5.90881 1.12640 -0.60504  0.65
C 5.24169 -0.08363 -0.75375  -0.14
F 5.90259 -1.22502 -0.82824  -0.26
C 3.86777 -0.06326 -0.82756  0.62
F 3.20502 -1.25535 -1.00255  -0.25
C 3.10654 1.09202 -0.74224  0.09
S 1.35899 1.05144 -0.74116  -0.19
C 3.80218 2.29231 -0.60960  0.26
F 3.13239 3.42916 -0.53043  -0.29
C 5.18577 2.31179 -0.54088  0.09
F 5.82333 3.45791 -0.40368  -0.25
C -4.64261 3.96697 -1.46660  -1.43
C -3.98014 2.63666 -1.27439  0.85
C -4.48619 1.71364 -0.35721  -0.80
C -3.89915 0.47259 -0.19566  -0.43
C -2.78449 0.16370 -0.96145  0.29
C -2.25626 1.05798 -1.88510  -0.58
C -2.86003 2.29110 -2.03509  -0.86
S -1.95067 -1.35690 -0.71654  1.47
O -1.09114 -1.64886 -1.84651  -0.69
O -2.79715 -2.35426 -0.16212  -0.66
N -0.74178 -0.93270 0.36881  0.06
C -0.59567 -0.93338 1.72713  0.86
C -1.58648 -0.87044 2.70095  -0.57
C -1.17956 -0.90486 4.02233  -0.47
C 0.17164 -0.99959 4.33215  -0.56
C 1.09131 -1.05260 3.29524  -0.37
N 0.71310 -1.00710 2.02574  0.01
H -5.18726 4.27222 -0.57514  0.38
H -5.35991 3.91507 -2.28870  0.31
H -3.90946 4.73118 -1.71990  0.38
H -5.35955 1.97343 0.22721  0.40
H -4.30635 -0.25720 0.49285  0.51
H -1.39909 0.76625 -2.47803  0.59
H -2.46988 2.99769 -2.75654  0.42
H -2.62792 -0.81748 2.41719  0.36
H -1.91644 -0.86447 4.81305  0.45
H 0.50699 -1.03396 5.35810  0.40
H 2.15347 -1.13848 3.48518  0.42
N 1.89037 -7.64231 -1.92990  -0.38
C 1.81008 -6.54087 -1.59029  0.43
N 1.77200 -5.30452 -1.20980  -0.34
C 1.41307 -4.22408 -0.83185  0.59
N 1.08732 -3.13697 -0.43448  -0.54

Output
net charge: +1
Kohn-Sham gap (alpha / beta): 7.5131 / 5.4828 eV
2S+1: 5


(2)
Below is a single C20H11N3O4S molecule, with properties calculated with ωB97M-V with the def2-TZVPD basis set.

Last column: Mulliken charge in e.
Cartesian coordinates (Å):
N 3.56323 1.30735 -2.33933  -0.57
C 2.64538 0.70564 -1.94664  -0.48
C 1.58700 -0.27015 -1.50847  0.95
C 0.75269 0.06296 -0.65588  0.75
C 0.67986 1.47490 -0.15338  0.40
C 1.49916 2.47636 -0.13679  -0.44
C 1.01555 3.34197 0.81190  -1.38
C -0.33312 2.68696 1.28024  -0.18
C -1.26719 3.06358 2.28200  1.03
C -2.17639 2.23905 2.82737  0.76
C -3.18952 2.38793 3.79943  -0.89
C -3.16088 3.75486 4.19744  -0.11
C -2.08670 4.93328 3.76903  -1.04
C -1.24275 4.31073 2.98163  -0.18
H -0.52098 5.12636 2.48444  0.04
H -1.96685 5.69103 4.32257  0.55
H -3.69413 4.25113 5.08619  0.31
N -3.99688 1.62354 4.25243  1.02
O -4.24201 0.52854 3.79127  -0.58
O -4.83076 1.92234 5.14588  -0.61
H -2.25260 1.18050 2.32291  0.38
O -0.22840 1.23794 0.94660  -0.26
H 1.05742 4.26138 1.02220  0.49
H 2.32947 2.52709 -0.65536  0.71
O -0.39402 -0.93228 -0.41398  -0.52
H -0.05315 -1.70076 -0.71846  0.67
C 1.88452 -1.47083 -2.25308  -0.20
N 0.79528 -2.64638 -1.88306  -0.57
C 1.30340 -3.75800 -2.60406  0.36
C 0.50434 -4.86022 -2.46484  -0.65
C 0.71897 -6.01293 -3.31910  -0.54
C 1.85962 -5.82189 -4.30872  -0.63
C 2.61118 -4.71133 -4.25575  -0.59
C 2.34688 -3.52993 -3.57411  0.46
S 3.04418 -2.00438 -3.46126  -0.22
H 3.34916 -4.75243 -4.87504  0.57
H 2.05530 -6.64820 -4.89933  0.43
H 0.42709 -6.97964 -3.05830  0.41
H -0.39335 -4.99609 -1.83855  0.34

Output
Kohn-Sham gap: 6.3755 eV